Below is the molecule C9H12N2O in a non-equilibrium geometry, with properties calculated with the ωB97M-V functional and the def2-TZVPD basis.

Element x y z (Å)
C (3.32, -0.91, -0.85)
C (2.20, -0.90, 0.08)
N (1.59, 0.29, 0.32)
C (0.41, 0.35, 1.03)
C (-0.87, 0.09, 0.27)
C (-1.72, -1.05, 0.36)
C (-3.10, -0.96, 0.11)
C (-3.62, 0.29, -0.34)
C (-2.84, 1.47, -0.47)
C (-1.49, 1.30, -0.18)
N (2.31, 1.34, -0.02)
O (1.84, 2.42, 0.21)
H (4.22, -0.27, -0.74)
H (2.95, -0.58, -1.77)
H (3.55, -1.93, -0.91)
H (2.64, -1.29, 1.05)
H (1.43, -1.73, -0.23)
H (0.34, 1.38, 1.40)
H (0.57, -0.29, 2.05)
H (-1.26, -1.99, 0.47)
H (-3.60, -1.83, 0.06)
H (-4.73, 0.39, -0.43)
H (-3.33, 2.32, -0.95)
H (-0.83, 2.06, -0.49)

- SMILES = CCN(Cc1ccccc1)N=O
- lowest unoccupied orbital energy (eV) = 0.64
- ΔE to the lowest compared entry with this formula, charge and spin (kJ/mol) = 428.98
- HOMO energy (eV) = -8.9

=====

Below is C17H28NO5PtSi2Te as an isolated structure in a non-equilibrium geometry, with properties calculated with the ωB97M-V functional and the def2-TZVPD basis.

Element x y z (Å)
Pt (-0.22, 0.24, -0.46)
O (-3.19, -1.24, 3.04)
C (-2.54, -0.63, 2.17)
O (-2.89, -0.25, 1.04)
C (-1.12, -0.20, 2.65)
C (-0.87, -0.21, 4.02)
C (0.36, 0.20, 4.50)
C (1.34, 0.58, 3.60)
C (1.04, 0.54, 2.25)
N (-0.17, 0.18, 1.80)
C (2.15, 0.90, 1.23)
O (3.26, 1.13, 1.69)
O (1.79, 0.97, 0.01)
H (-1.67, -0.55, 4.66)
H (0.55, 0.21, 5.57)
H (2.33, 0.89, 3.89)
C (-0.65, 5.10, -1.51)
Si (-0.69, 3.74, -2.80)
C (-0.87, 4.54, -4.48)
C (0.92, 2.83, -2.78)
C (-2.23, 2.70, -2.56)
Te (-2.51, 1.25, -1.00)
C (-2.75, 2.75, 0.52)
Si (-4.45, 2.88, 1.32)
C (-5.78, 2.87, 0.00)
C (-4.52, 4.53, 2.20)
C (-4.74, 1.50, 2.51)
H (0.09, 5.85, -1.78)
H (-0.37, 4.71, -0.53)
H (-1.62, 5.59, -1.42)
H (-0.03, 5.21, -4.68)
H (-1.79, 5.12, -4.56)
H (-0.89, 3.78, -5.27)
H (1.74, 3.55, -2.88)
H (0.98, 2.13, -3.61)
H (1.08, 2.27, -1.86)
H (-2.43, 2.12, -3.46)
H (-3.09, 3.36, -2.39)
H (-2.48, 3.69, 0.05)
H (-2.00, 2.52, 1.28)
H (-5.68, 3.72, -0.68)
H (-6.77, 2.93, 0.47)
H (-5.75, 1.95, -0.59)
H (-4.36, 5.35, 1.49)
H (-3.75, 4.59, 2.97)
H (-5.49, 4.68, 2.68)
H (-4.62, 0.53, 2.03)
H (-5.75, 1.55, 2.93)
H (-4.03, 1.54, 3.34)
C (1.08, -1.00, -2.60)
C (-0.20, -0.22, -2.30)
O (-1.04, -0.06, -3.17)
H (1.18, -1.14, -3.68)
H (1.02, -1.98, -2.12)
H (1.95, -0.49, -2.19)

- total charge = -1
- lowest unoccupied orbital energy (eV) = 2.50
- ΔE to the lowest compared entry with this formula, charge and spin (kJ/mol) = 57.47
- HOMO energy (eV) = -5.0

=====

Below is a 2-piece molecular cluster, C6H11P overall in a non-equilibrium geometry, with properties calculated with the ωB97M-V functional and the def2-TZVPD basis.

Element x y z (Å)
C (2.16, 1.19, -0.20)
C (-0.21, -0.76, 0.43)
C (0.59, -1.39, -0.49)
C (-1.48, 1.36, 0.19)
C (-1.59, -0.18, 0.18)
C (1.75, -2.04, -0.23)
P (3.45, 0.10, -0.41)
H (2.37, 2.28, -0.27)
H (1.25, 0.83, 0.23)
H (0.17, -0.95, 1.51)
H (0.37, -1.28, -1.61)
H (-0.61, 1.64, 0.92)
H (-1.07, 1.77, -0.74)
H (-2.38, 1.78, 0.50)
H (-2.02, -0.40, 1.12)
H (-2.09, -0.63, -0.78)
H (2.11, -2.21, 0.74)
H (2.15, -2.63, -1.11)

- 2S+1 = 3
- lowest unoccupied orbital energy (spin up / spin down) (eV) = 0.33 / -1.34
- ΔE to the lowest compared entry with this formula, charge and spin (kJ/mol) = 52.10
- HOMO energy (spin up / spin down) (eV) = -6.2 / -9.3

=====

Below is C16H42N2O7Sr as an isolated structure in a non-equilibrium geometry, with properties calculated with the ωB97M-V functional and the def2-TZVPD basis.

Element x y z (Å)
Sr (0.19, -0.41, -0.46)
C (-1.56, -3.19, -1.80)
O (-1.48, -1.76, -1.93)
C (-1.96, -1.21, -3.13)
C (-1.30, 0.11, -3.44)
N (0.11, 0.08, -2.98)
C (1.00, -0.73, -3.67)
C (2.36, -0.59, -2.95)
O (2.45, -0.81, -1.73)
C (3.74, -0.72, -1.18)
H (-1.05, -3.66, -0.98)
H (-1.25, -3.70, -2.77)
H (-2.63, -3.42, -1.62)
H (-3.04, -1.07, -2.89)
H (-1.82, -1.86, -4.00)
H (-1.85, 0.93, -2.87)
H (-1.46, 0.41, -4.49)
H (0.44, 0.94, -3.24)
H (1.01, -0.41, -4.64)
H (0.77, -1.82, -3.83)
H (2.78, 0.40, -3.17)
H (2.99, -1.21, -3.47)
H (3.82, 0.27, -0.98)
H (4.58, -1.17, -1.76)
H (3.85, -1.14, -0.17)
C (0.31, 1.27, 4.98)
O (-0.30, 1.16, 3.73)
C (-0.70, -0.18, 3.60)
C (-1.84, -0.03, 2.59)
N (-1.43, 0.64, 1.37)
C (-2.57, 0.87, 0.48)
C (-2.24, 1.99, -0.48)
O (-1.14, 2.00, -1.01)
C (-0.94, 3.14, -1.82)
H (0.93, 0.45, 5.27)
H (-0.48, 1.29, 5.71)
H (0.86, 2.23, 4.95)
H (-1.22, -0.61, 4.46)
H (0.05, -0.86, 3.24)
H (-2.67, 0.56, 3.14)
H (-2.28, -1.02, 2.41)
H (-1.16, 1.55, 1.76)
H (-3.36, 1.13, 1.15)
H (-2.80, -0.08, -0.17)
H (-2.39, 2.91, 0.05)
H (-3.02, 2.26, -1.17)
H (-0.01, 3.55, -1.55)
H (-1.68, 3.92, -1.66)
H (-0.92, 3.11, -2.92)
C (0.77, 3.06, 1.58)
C (1.69, 1.95, 1.39)
O (1.70, 1.70, 0.02)
H (1.10, 3.99, 1.01)
H (0.59, 3.27, 2.65)
H (-0.19, 2.77, 1.17)
H (1.44, 1.00, 1.90)
H (2.71, 2.23, 1.80)
H (2.38, 2.24, -0.43)
C (0.33, -3.21, 1.61)
C (1.58, -2.78, 1.12)
O (1.81, -1.42, 1.46)
O (-0.70, -2.49, 1.05)
H (0.26, -2.95, 2.66)
H (0.35, -4.33, 1.33)
H (1.61, -3.08, 0.08)
H (2.33, -3.29, 1.69)
H (2.04, -1.34, 2.37)
H (-1.46, -2.85, 1.53)

- total charge = +2
- lowest unoccupied orbital energy (eV) = -4.70
- ΔE to the lowest compared entry with this formula, charge and spin (kJ/mol) = 61.68
- HOMO energy (eV) = -15.4